{
  "formula": "C6H13N",
  "method": "ωB97M-V with the def2-TZVPD basis set",
  "elements": ["C", "C", "C", "C", "C", "N", "C", "H", "H", "H", "H", "H", "H", "H", "H", "H", "H", "H", "H", "H"],
  "coordinates": [[-0.828, -1.666, -2.086], [-1.114, -0.745, -0.902], [-0.093, -1.049, 0.253], [0.403, 0.240, 0.853], [1.585, 0.760, 0.527], [2.109, 1.958, 0.978], [-0.644, 1.111, 1.528], [-0.789, -2.702, -1.754], [0.002, -1.380, -2.734], [-1.555, -1.630, -2.914], [-1.006, 0.288, -1.226], [-2.164, -0.885, -0.647], [0.770, -1.494, -0.248], [-0.675, -1.620, 0.973], [2.304, 0.015, 0.194], [1.438, 2.476, 1.515], [2.992, 2.244, 0.595], [-0.253, 1.524, 2.464], [-0.896, 1.946, 0.868], [-1.586, 0.609, 1.765]],
  "forces_ev_per_a": [[-0.673, 0.154, -1.259], [0.483, -0.264, -0.709], [-0.572, 1.602, -0.801], [-1.366, 0.398, -0.144], [0.997, -1.104, 1.161], [-0.829, -1.391, -0.402], [0.340, 0.051, 0.026], [0.363, -0.128, -0.142], [0.910, -0.156, 0.884], [-0.753, -0.007, 0.630], [0.010, 0.133, 0.056], [0.008, 0.019, 0.473], [-0.137, -0.724, 0.495], [0.654, -0.687, 0.203], [0.166, 0.476, -0.662], [0.619, 0.971, -0.042], [-0.124, 0.570, 0.246], [-0.166, 0.083, -0.051], [-0.070, 0.220, 0.080], [0.138, -0.220, -0.044]],
  "lowdin_charge": [-0.19, -0.28, -0.21, -0.36, -0.43, -0.01, -0.23, 0.06, 0.05, 0.05, 0.09, 0.09, 0.09, 0.10, 0.07, 0.00, -0.02, 0.03, 0.03, 0.05],
  "spin_multiplicity": 2,
  "max_force_ha_per_bohr": 0.03668,
  "total_energy_ev": -7920.4971,
  "e_lumo_ev": [3.89, 3.73],
  "charge": -1
}